1.
122
Properties=species:S:1:pos:R:3:forces:R:3:mulliken_charge:R:1 method="wB97M-V/def2-TZVPD" e_homo_ev=0.64 orbital_gap_ev=2.2 spin_multiplicity=1 de_lowest_ev=0.1416 total_charge=-2 lumo_energy_ev=2.8
Ca -0.624 1.109 -1.271 -0.50 0.31 0.72 1.708
N 1.287 -0.198 -1.583 0.26 0.06 -0.10 -1.344
S 1.775 -1.004 -2.702 -0.10 0.12 -0.01 2.135
N 0.895 -2.148 -3.402 -0.09 -0.12 -0.19 0.045
S -0.277 -1.799 -4.433 0.01 0.15 0.21 1.262
N -1.505 -0.878 -4.012 -0.04 -0.27 -0.11 0.116
S -2.374 -1.144 -2.682 0.20 -0.22 -0.27 1.541
N -1.844 -0.832 -1.361 -0.32 -0.60 0.04 -0.770
C -3.037 -2.819 -2.765 0.09 -0.02 0.16 0.138
C -2.375 -3.756 -1.977 -0.01 0.03 -0.07 -0.202
C -2.793 -5.072 -1.979 0.00 -0.03 0.01 -0.649
C -3.896 -5.455 -2.743 0.03 0.00 0.02 -0.507
C -4.566 -4.513 -3.501 0.00 0.05 -0.02 -0.697
C -4.134 -3.189 -3.523 -0.02 -0.03 -0.07 -0.244
C -3.813 -0.191 -3.183 -0.06 0.06 0.14 0.066
C -4.109 0.138 -4.497 -0.02 -0.02 0.00 -0.047
C -5.249 0.885 -4.760 0.01 0.01 -0.04 -0.845
C -6.068 1.304 -3.719 0.00 0.00 0.01 -0.493
C -5.747 0.987 -2.407 0.02 -0.01 0.02 -0.820
C -4.613 0.234 -2.133 -0.01 0.03 -0.07 -0.606
C -0.858 -3.355 -4.836 -0.26 -0.34 0.12 1.511
C -1.962 -3.397 -5.757 0.06 -0.01 0.11 -1.073
C -2.214 -4.515 -6.506 -0.07 -0.02 -0.07 -0.520
C -1.406 -5.662 -6.435 0.03 0.06 0.02 -0.937
C -0.299 -5.612 -5.589 0.06 -0.06 0.00 -0.556
C -0.008 -4.507 -4.812 -0.08 0.08 -0.04 -0.809
C 0.414 -0.848 -5.698 0.26 0.35 -0.30 0.773
C -0.318 0.162 -6.382 0.07 -0.14 0.01 -0.441
C 0.045 0.539 -7.661 -0.07 0.06 -0.06 -0.739
C 1.126 -0.038 -8.327 0.00 -0.06 0.11 -0.869
C 1.837 -1.047 -7.665 -0.09 -0.13 -0.12 -0.867
C 1.504 -1.456 -6.397 -0.32 -0.07 -0.20 -1.183
C 3.151 -2.046 -2.192 0.01 0.05 0.06 -0.163
C 4.272 -1.391 -1.697 0.01 0.00 0.01 -0.160
C 5.314 -2.123 -1.153 -0.03 0.00 -0.02 -0.807
C 5.223 -3.509 -1.082 0.02 0.00 0.01 -0.368
C 4.092 -4.153 -1.557 -0.01 -0.02 -0.01 -0.815
C 3.049 -3.424 -2.117 0.06 -0.04 -0.04 -0.118
C 2.510 -0.003 -3.992 0.14 0.10 0.22 0.305
C 1.953 1.258 -4.199 0.07 0.04 0.03 -0.063
C 2.471 2.061 -5.200 -0.06 0.00 0.06 -1.127
C 3.544 1.629 -5.977 0.06 -0.05 -0.02 -0.519
C 4.085 0.373 -5.762 0.11 0.10 0.11 -0.657
C 3.561 -0.456 -4.777 0.15 0.08 0.09 -0.415
H -1.522 -3.433 -1.393 -0.01 0.00 0.00 0.225
H -2.257 -5.803 -1.387 -0.02 -0.01 0.00 0.412
H -4.222 -6.488 -2.746 0.00 0.00 0.00 0.346
H -5.419 -4.802 -4.103 0.00 -0.01 0.01 0.383
H -4.654 -2.464 -4.136 0.01 0.01 0.02 0.286
H -3.441 -0.175 -5.288 0.00 0.01 0.00 0.305
H -5.487 1.154 -5.782 0.00 0.00 0.00 0.428
H -6.947 1.901 -3.931 0.00 0.00 0.00 0.366
H -6.359 1.345 -1.589 0.00 0.00 -0.01 0.428
H -4.307 0.020 -1.117 0.00 0.00 0.01 0.651
H -2.605 -2.530 -5.852 0.01 -0.01 0.02 0.214
H -3.079 -4.508 -7.164 0.01 -0.01 0.00 0.400
H -1.626 -6.543 -7.025 0.00 0.00 0.00 0.291
H 0.355 -6.477 -5.510 -0.01 0.00 -0.01 0.373
H 0.844 -4.523 -4.150 0.00 0.00 0.03 0.129
H -1.114 0.677 -5.862 0.02 0.01 0.02 0.429
H -0.512 1.341 -8.137 0.01 0.00 0.00 0.389
H 1.407 0.282 -9.322 0.01 0.00 -0.01 0.330
H 2.683 -1.521 -8.154 0.02 0.03 -0.01 0.405
H 2.065 -2.252 -5.921 -0.06 0.02 -0.03 0.495
H 4.318 -0.309 -1.735 -0.02 0.00 -0.01 0.495
H 6.191 -1.613 -0.774 0.00 -0.01 0.00 0.372
H 6.032 -4.084 -0.647 0.00 0.00 0.00 0.362
H 4.010 -5.231 -1.490 0.01 0.00 0.00 0.411
H 2.161 -3.912 -2.490 -0.02 0.02 0.01 0.125
H 1.086 1.598 -3.636 0.02 -0.01 0.00 0.457
H 2.014 3.026 -5.381 0.00 -0.01 -0.01 0.486
H 3.939 2.263 -6.761 0.00 -0.01 -0.01 0.354
H 4.900 0.016 -6.380 0.00 0.00 -0.01 0.377
H 3.963 -1.451 -4.637 0.02 0.00 0.04 0.283
C 2.117 9.718 9.988 -0.04 -0.02 0.00 -0.835
O 1.065 8.777 10.000 0.02 -0.02 0.01 -0.472
C 0.902 8.011 8.878 0.01 0.05 0.04 0.998
C 1.661 8.146 7.721 -0.01 -0.04 -0.05 -0.421
C 1.410 7.319 6.634 0.00 0.05 0.09 -0.822
C 0.411 6.354 6.679 -0.04 -0.12 -0.20 0.315
C -0.340 6.232 7.848 0.01 0.04 0.07 -0.441
C -0.101 7.049 8.937 0.00 -0.01 -0.04 -0.726
C 0.186 5.506 5.500 0.07 0.15 0.19 0.167
N 0.887 5.570 4.398 -0.07 -0.15 -0.07 -0.842
C 0.335 4.613 3.567 0.13 0.11 -0.07 0.632
C -0.709 3.969 4.187 -0.15 -0.10 0.05 -0.086
N -0.791 4.544 5.437 -0.01 0.01 -0.13 -0.140
C -1.503 2.964 3.579 -0.08 0.03 0.10 0.740
C -2.694 2.400 4.192 0.03 -0.02 -0.04 -0.872
C -3.277 1.331 3.647 -0.02 0.01 0.02 -0.558
C -2.628 0.687 2.449 -0.06 0.01 0.07 -0.377
N -1.950 1.673 1.613 -0.02 -0.16 -0.21 0.469
C -1.193 2.607 2.278 0.26 0.22 -0.06 -0.369
C -0.033 3.211 1.620 -0.23 -0.23 0.05 -0.614
N 0.352 2.700 0.431 0.17 -0.01 -0.09 -0.194
C 1.416 3.183 -0.168 0.07 0.15 0.04 -0.003
C 2.185 4.234 0.359 -0.03 -0.05 -0.01 -1.126
C 1.833 4.747 1.578 -0.04 0.00 0.01 -0.466
C 0.715 4.224 2.247 0.12 0.09 0.09 0.547
H 2.114 10.189 10.968 0.00 0.01 0.00 0.238
H 1.961 10.482 9.220 0.02 0.00 0.00 0.327
H 3.083 9.233 9.822 0.01 0.01 0.00 0.338
H 2.445 8.885 7.646 0.00 0.00 0.01 0.360
H 1.992 7.414 5.728 -0.01 -0.01 -0.01 0.467
H -1.124 5.489 7.928 0.00 0.00 -0.01 0.278
H -0.681 6.956 9.846 0.00 0.00 0.00 0.400
H -1.489 4.349 6.129 0.02 -0.03 0.02 0.209
H -3.128 2.886 5.061 0.00 0.01 -0.01 0.273
H -4.207 0.939 4.036 0.00 -0.01 -0.02 0.487
H -3.380 0.224 1.812 0.01 -0.01 -0.01 0.440
H 1.700 2.722 -1.111 -0.03 0.01 -0.01 0.329
H 3.042 4.597 -0.191 0.00 0.01 0.01 0.439
H 2.402 5.536 2.054 0.01 0.00 0.00 0.518
O 0.666 -1.715 0.758 -0.12 -0.06 0.01 -0.832
H 0.954 -1.134 0.022 0.13 -0.04 -0.09 0.354
H -0.080 -2.170 0.349 -0.05 0.06 0.00 0.271
F -0.705 2.383 -2.864 0.25 0.36 -0.51 -1.077
S -2.856 2.239 0.178 0.10 0.19 0.24 -0.425
I -2.499 -1.999 3.912 0.00 0.01 0.01 -0.095
C -1.593 -0.361 2.847 0.02 -0.03 0.00 -0.690
H -1.102 -0.800 1.982 0.00 0.01 0.00 0.207
H -0.850 0.041 3.532 0.00 0.01 -0.01 0.504

***

2.
119
Properties=species:S:1:pos:R:3:forces:R:3:mulliken_charge:R:1 method="wB97M-V/def2-TZVPD" e_homo_ev=-10.44 orbital_gap_ev=7.1 spin_multiplicity=1 de_lowest_ev=0.6868 total_charge=+1 lumo_energy_ev=-3.3
Sn 0.364 -0.430 1.293 1.02 0.08 0.09 2.941
C -3.490 -1.681 -1.797 -0.12 0.20 0.14 -1.352
N -2.360 -1.194 -0.985 0.17 -0.22 -0.41 0.773
P -2.258 -1.582 0.654 -0.18 0.60 -0.45 0.873
C -2.993 -3.235 0.758 0.21 -0.16 0.34 0.573
C -4.366 -3.450 0.874 -0.02 0.01 -0.07 -0.527
C -4.865 -4.741 0.940 -0.01 -0.01 -0.03 -0.840
C -4.000 -5.826 0.887 0.00 -0.01 0.02 -0.699
C -2.634 -5.621 0.758 0.00 0.02 -0.04 -1.106
C -2.129 -4.330 0.697 -0.04 -0.01 -0.05 -0.175
C -3.434 -0.471 1.496 0.09 -0.09 0.21 0.624
C -4.151 -0.871 2.625 0.06 0.00 0.04 -0.340
C -4.916 0.041 3.335 0.01 -0.05 0.03 -1.099
C -4.968 1.367 2.935 0.00 0.05 -0.01 -1.086
C -4.249 1.779 1.822 -0.03 -0.08 -0.02 -0.975
C -3.475 0.870 1.113 -0.24 -0.06 -0.13 -0.718
P -0.897 -0.616 -1.684 -0.23 0.15 0.53 0.468
C -0.824 -1.560 -3.233 0.13 -0.10 0.00 0.463
C -0.714 -2.948 -3.124 0.03 0.02 0.03 -0.714
C -0.678 -3.739 -4.259 0.01 0.01 -0.03 -0.599
C -0.736 -3.149 -5.518 -0.01 -0.02 0.02 -0.590
C -0.813 -1.769 -5.634 0.01 0.03 0.01 -0.719
C -0.855 -0.974 -4.494 -0.02 -0.01 -0.01 -0.559
C -1.286 1.073 -2.248 0.07 0.05 -0.03 1.135
C -2.572 1.498 -2.587 -0.01 0.01 0.03 -0.432
C -2.796 2.808 -2.983 0.00 0.01 0.03 -0.900
C -1.742 3.712 -3.038 -0.01 0.00 0.00 -1.024
C -0.462 3.302 -2.698 -0.03 -0.06 -0.04 -0.809
C -0.237 1.990 -2.302 0.00 -0.01 -0.15 0.401
H -3.589 -2.764 -1.725 0.03 -0.03 -0.01 0.263
H -3.332 -1.425 -2.842 0.00 0.03 -0.01 0.631
H -4.425 -1.225 -1.461 0.00 0.01 0.01 0.308
H -5.050 -2.611 0.901 -0.01 -0.02 0.01 0.507
H -5.931 -4.901 1.033 0.01 0.01 -0.01 0.463
H -4.394 -6.832 0.950 0.01 0.01 -0.01 0.419
H -1.958 -6.465 0.716 0.00 0.01 0.01 0.506
H -1.061 -4.174 0.613 -0.02 -0.03 0.01 0.411
H -4.119 -1.902 2.952 0.01 0.01 0.02 0.612
H -5.480 -0.287 4.200 0.03 -0.01 -0.01 0.466
H -5.571 2.077 3.485 0.01 -0.01 -0.01 0.438
H -4.299 2.810 1.501 -0.08 -0.02 -0.03 0.660
H -2.924 1.201 0.240 -0.09 -0.02 -0.05 0.513
H -0.660 -3.408 -2.141 -0.02 -0.01 -0.02 0.303
H -0.602 -4.815 -4.168 -0.01 0.01 0.00 0.468
H -0.726 -3.768 -6.406 0.03 0.01 0.01 0.383
H -0.847 -1.308 -6.613 -0.01 -0.01 0.01 0.421
H -0.924 0.103 -4.590 -0.03 -0.01 0.00 0.470
H -3.408 0.813 -2.537 0.01 0.00 -0.01 0.418
H -3.796 3.123 -3.255 0.01 0.00 0.03 0.445
H -1.923 4.736 -3.340 0.01 -0.02 -0.01 0.398
H 0.363 4.003 -2.736 -0.02 0.00 0.02 0.492
H 0.762 1.672 -2.029 -0.02 -0.01 -0.03 0.142
F -2.410 -3.766 4.463 0.02 -0.01 0.00 -0.441
C -1.797 -2.574 4.421 -0.05 -0.05 -0.05 -0.373
C -1.010 -2.266 3.332 0.04 0.11 0.07 -0.614
C -0.376 -1.030 3.262 -0.27 0.01 -0.01 0.967
C -0.461 -0.131 4.339 -0.06 0.01 -0.03 -0.211
C -1.344 -0.479 5.367 -0.01 0.02 -0.03 0.742
F -1.599 0.382 6.368 0.03 0.02 0.01 -0.374
C -2.027 -1.672 5.431 -0.02 -0.01 0.09 -0.939
C 0.447 1.048 4.414 -0.16 -0.05 0.10 -0.011
C 0.600 1.844 5.549 -0.04 0.07 0.00 -1.220
C 1.601 2.799 5.574 0.02 -0.02 -0.05 -0.733
C 2.434 2.931 4.477 -0.04 0.01 0.06 -1.136
C 2.185 2.129 3.380 0.02 0.01 -0.08 -0.102
N 1.211 1.222 3.338 0.23 -0.06 0.04 0.532
H -0.877 -3.019 2.573 -0.10 0.02 -0.06 0.998
H -2.705 -1.876 6.248 0.05 -0.02 0.00 0.547
H -0.036 1.721 6.407 0.01 -0.02 0.00 0.623
H 1.731 3.420 6.451 0.02 -0.02 0.00 0.447
H 3.260 3.629 4.463 -0.04 0.02 -0.01 0.565
H 2.807 2.215 2.500 -0.04 -0.01 -0.02 0.260
Cl 2.026 -5.146 2.744 0.00 -0.01 -0.04 -0.127
C 2.699 -3.536 2.569 0.05 0.14 -0.05 0.733
Cl 2.705 -2.720 4.153 -0.04 -0.02 -0.13 -0.114
Cl 4.342 -3.615 1.927 -0.01 -0.01 -0.03 -0.135
C 1.831 -2.662 1.629 -0.12 -0.20 -0.49 -1.032
O 0.750 -3.061 1.200 0.28 0.05 0.18 -0.221
O 2.264 -1.483 1.381 -0.46 -0.17 0.71 -0.399
C 6.444 3.168 0.388 0.03 -0.01 0.00 -0.615
C 6.222 2.053 1.185 -0.01 -0.03 0.01 -0.872
C 5.017 1.372 1.111 0.02 0.08 0.02 -0.353
C 4.003 1.817 0.260 -0.28 0.06 -0.28 -0.248
C 4.243 2.922 -0.553 0.15 -0.11 -0.05 0.310
C 5.457 3.595 -0.487 -0.03 -0.01 -0.02 -1.079
C 2.747 1.013 0.275 0.15 0.66 0.13 -0.853
C 1.481 1.347 0.514 -1.18 -0.86 0.09 0.167
C 0.660 2.566 0.620 0.90 0.41 -0.05 1.013
C -0.662 2.535 1.037 0.07 -0.02 -0.05 0.966
C -1.425 3.686 1.131 -0.04 -0.02 -0.03 -0.726
C -0.871 4.916 0.813 -0.03 0.03 0.00 -0.927
C 0.453 4.975 0.411 0.10 -0.04 -0.06 -0.975
C 1.207 3.817 0.307 -0.21 0.07 0.23 -1.100
H 7.393 3.686 0.432 -0.03 0.02 0.03 0.430
H 6.993 1.707 1.862 0.00 0.00 -0.02 0.460
H 4.844 0.494 1.725 0.02 0.01 -0.02 0.569
H 3.500 3.237 -1.273 0.00 -0.01 -0.05 0.627
H 5.630 4.455 -1.121 0.01 -0.03 -0.02 0.447
H 2.959 -0.038 0.199 0.08 -0.09 0.12 1.066
H -1.130 1.585 1.284 -0.05 0.03 0.09 -0.534
H -2.456 3.619 1.441 0.06 0.03 0.05 0.342
H -1.466 5.817 0.881 -0.01 -0.01 0.00 0.422
H 0.907 5.929 0.168 -0.01 -0.01 0.01 0.470
H 2.237 3.892 0.011 0.03 0.03 -0.01 0.581
C 2.548 0.897 -5.046 -0.02 -0.01 0.00 -1.415
C 3.239 -0.253 -4.302 -0.12 0.03 0.15 2.350
C 4.709 0.086 -4.029 0.01 0.01 0.04 -1.691
C 3.109 -1.561 -5.089 -0.03 -0.03 0.01 -1.417
C 2.555 -0.421 -2.999 0.09 -0.02 -0.12 -0.434
N 2.025 -0.535 -1.985 0.23 -0.21 -0.34 -0.310
H 3.063 1.071 -5.991 -0.01 0.00 0.01 0.496
H 2.575 1.818 -4.461 0.02 0.00 -0.01 0.291
H 1.507 0.652 -5.257 0.01 0.01 0.00 0.156
H 5.221 0.251 -4.978 -0.01 -0.02 0.01 0.454
H 5.208 -0.727 -3.501 0.00 0.00 -0.02 0.385
H 4.797 0.990 -3.425 0.01 0.00 -0.02 0.264
H 3.588 -1.443 -6.062 0.00 0.00 0.02 0.455
H 2.059 -1.816 -5.247 0.02 0.00 0.00 0.111
H 3.589 -2.386 -4.562 0.01 0.01 -0.01 0.360